[1]
Density functional theory data (ωB97M-V with the def2-TZVPD basis set) for C37H38DyN3SSe as an isolated structure in a non-equilibrium geometry.

Values from the calculation:
E_HOMO (alpha / beta): -7.190 / -7.221 eV
⟨S²⟩: 9.345
F_max: 0.0683 Eh/bohr
Multiplicity: 6
Total charge: 0
Gap between HOMO and LUMO (alpha / beta): 7.6 / 7.6 eV

```
81
Properties=species:S:1:pos:R:3:lowdin_charge:R:1
Dy 0.23 0.44 -0.82 1.2210
C -1.90 -3.47 1.45 -0.0248
C -2.36 -3.34 2.84 -0.2270
C -3.28 -4.15 3.46 -0.0387
C -3.76 -3.91 4.73 -0.0792
C -3.31 -2.81 5.46 -0.0661
C -2.24 -2.07 4.95 -0.0026
C -1.83 -2.35 3.64 -0.2233
N -0.77 -1.53 3.11 0.1374
C -0.97 -0.62 2.06 -0.3791
N -2.21 -0.24 1.85 0.1492
C -2.74 0.64 0.88 -0.2323
C -2.09 0.93 -0.32 -0.2223
C -2.77 1.78 -1.19 -0.1966
C -4.06 2.21 -0.95 -0.0821
C -4.65 1.97 0.31 -0.0504
C -4.00 1.11 1.18 -0.2272
C -4.71 0.63 2.46 -0.0341
N 0.01 -0.15 1.36 -0.0626
C 1.39 -0.16 1.76 -0.2929
C 2.27 -0.96 1.05 -0.0766
C 3.67 -0.79 1.16 -0.0532
C 4.19 0.12 2.10 -0.0717
C 3.32 0.89 2.83 -0.0463
C 1.93 0.82 2.62 -0.1846
C 0.98 1.84 3.33 -0.0094
H -2.17 -4.42 1.01 0.0931
H -0.79 -3.37 1.40 0.1055
H -2.34 -2.72 0.86 0.0635
H -3.74 -4.96 2.91 0.1178
H -4.52 -4.52 5.20 0.1039
H -3.68 -2.62 6.49 0.1147
H -1.80 -1.30 5.46 0.0836
H 0.20 -1.80 3.25 0.1569
H -2.86 -0.52 2.60 0.1196
H -2.34 2.07 -2.12 0.0675
H -4.61 2.88 -1.63 0.1016
H -5.71 2.35 0.54 0.1280
H -5.70 1.06 2.39 0.0751
H -4.23 1.00 3.38 0.0876
H -4.64 -0.46 2.53 0.0725
H 1.92 -1.72 0.43 0.0447
H 4.26 -1.50 0.64 0.0943
H 5.29 0.14 2.27 0.1198
H 3.63 1.54 3.67 0.1212
H 1.48 2.80 3.34 0.0657
H 0.83 1.43 4.39 0.1060
H 0.02 1.91 2.84 0.0625
S 0.43 3.08 -1.18 0.5355
C 2.14 2.72 -1.11 -0.7652
C 3.07 3.47 -0.34 -0.1339
C 4.43 3.37 -0.54 -0.0928
C 4.97 2.45 -1.51 -0.0817
C 4.09 1.57 -2.13 -0.0803
C 2.69 1.77 -2.01 -0.1811
H 2.70 4.24 0.37 0.1162
H 5.07 4.03 0.06 0.1045
H 6.03 2.31 -1.65 0.0937
H 4.48 0.86 -2.86 0.0978
H 2.02 1.18 -2.67 0.0535
C 1.93 1.86 -5.96 -0.0360
C 1.37 0.62 -5.21 -0.2690
C 2.22 -0.23 -4.57 -0.0628
C 1.81 -1.08 -3.51 -0.3638
C 2.82 -1.96 -2.84 -0.0895
C 0.45 -1.14 -3.22 -0.7030
Se -0.07 -2.23 -1.81 0.6411
C -0.51 -0.38 -4.00 -0.3103
C -1.96 -0.52 -3.73 -0.0848
C 0.00 0.51 -4.93 -0.0120
H 2.48 2.56 -5.30 0.0852
H 1.11 2.45 -6.43 0.0776
H 2.67 1.47 -6.66 0.0694
H 3.29 -0.14 -4.78 0.1207
H 3.78 -1.90 -3.37 0.0837
H 2.43 -2.97 -2.93 0.0542
H 2.93 -1.73 -1.74 0.0652
H -2.29 -0.07 -2.83 0.0271
H -2.27 -1.59 -3.77 0.0917
H -2.44 0.01 -4.54 0.0818
H -0.65 1.28 -5.45 0.1377
```


[2]
Density functional theory data (ωB97M-V with the def2-TZVPD basis set) for a 2-piece molecular cluster, C3H11N4 overall.

Values from the calculation:
E_HOMO: -13.406 eV
F_max: 0.0163 Eh/bohr
Total charge: +1
Gap between HOMO and LUMO: 10.6 eV

```
18
Properties=species:S:1:pos:R:3:nbo_charge:R:1
N 2.69 -0.13 -1.26 -0.7923
C 1.53 0.56 -1.12 0.6408
N 1.21 1.41 -2.14 -0.7883
N 0.78 0.53 -0.06 -0.8765
H 2.94 -0.86 -0.63 0.4108
H 3.14 -0.13 -2.16 0.4060
H 1.53 1.19 -3.07 0.4004
H 0.30 1.83 -2.07 0.4012
H 1.22 -0.05 0.65 0.3637
C -1.75 -0.47 1.87 -0.0632
C -1.72 -1.77 1.70 -0.3609
N -1.71 0.48 0.76 -0.7465
H -1.75 -0.03 2.86 0.2292
H -1.73 -2.39 2.58 0.2420
H -1.69 -2.23 0.72 0.2138
H -0.65 0.58 0.40 0.4624
H -2.25 0.11 -0.03 0.4264
H -2.07 1.38 1.04 0.4310
```


[3]
Density functional theory data (ωB97M-V with the def2-TZVPD basis set) for a 2-piece molecular cluster, C2H8S2 overall in a non-equilibrium geometry.

Values from the calculation:
E_HOMO (alpha / beta): -12.937 / -12.817 eV
⟨S²⟩: 0.753
F_max: 0.0545 Eh/bohr
Multiplicity: 2
Total charge: +1
Gap between HOMO and LUMO (alpha / beta): 9.2 / 4.2 eV

```
12
Properties=species:S:1:pos:R:3:nbo_charge:R:1
S 2.72 -2.28 0.53 -0.3059
H 3.01 -3.58 0.38 0.1761
H 3.44 -1.70 -0.43 0.1573
C -1.07 0.48 1.26 -0.8358
S -1.00 -0.28 -0.41 0.9104
C -0.88 1.22 -1.39 -0.8228
H -0.17 0.72 1.90 0.3176
H -1.74 -0.32 1.71 0.2727
H -1.68 1.35 1.38 0.2729
H 0.23 1.40 -1.56 0.3030
H -1.34 0.95 -2.34 0.2721
H -1.53 2.03 -1.04 0.2824
```


[4]
Density functional theory data (ωB97M-V with the def2-TZVPD basis set) for a 2-piece molecular cluster, C3H8NS overall in a non-equilibrium geometry.

Values from the calculation:
E_HOMO: -2.477 eV
F_max: 0.0466 Eh/bohr
Total charge: -1
Gap between HOMO and LUMO: 6.6 eV

```
13
Properties=species:S:1:pos:R:3:nbo_charge:R:1
C 2.72 0.55 -1.96 -0.7300
S 1.60 -0.12 -0.63 -0.7665
H 2.77 1.60 -1.69 0.1840
H 3.69 0.06 -2.05 0.1759
H 2.14 0.57 -2.88 0.1766
C -2.52 -1.07 1.32 -0.5957
C -1.22 -0.67 1.30 0.0487
N -0.85 0.68 1.42 -0.8463
H -3.38 -0.42 1.41 0.1739
H -2.68 -2.05 0.86 0.1898
H -0.45 -1.28 0.86 0.2229
H -1.66 1.27 1.35 0.3417
H -0.16 0.88 0.69 0.4251
```


[5]
Density functional theory data (ωB97M-V with the def2-TZVPD basis set) for one molecule with the formula C4H7NOS2 in a non-equilibrium geometry.

Values from the calculation:
E_HOMO: -8.669 eV
F_max: 0.1047 Eh/bohr
Structure (SMILES): COC(=S)NC(C)=S
Total charge: 0
Gap between HOMO and LUMO: 8.5 eV

```
15
Properties=species:S:1:pos:R:3:nbo_charge:R:1
C 0.19 0.91 2.82 -0.2536
O -0.14 0.28 1.63 -0.4603
C 0.62 0.57 0.60 0.4174
S 1.82 1.72 0.66 -0.1946
N 0.53 -0.17 -0.62 -0.6398
C -0.58 -0.87 -1.19 0.0553
C -0.65 -0.90 -2.66 -0.7023
S -1.71 -1.69 -0.44 0.0004
H -0.55 0.56 3.68 0.1958
H 0.03 2.01 2.78 0.2026
H 1.14 0.72 3.16 0.1970
H 1.29 -0.01 -1.39 0.4358
H 0.03 -0.28 -3.26 0.2200
H -0.20 -1.95 -2.79 0.2509
H -1.79 -0.90 -2.96 0.2754
```


[6]
Density functional theory data (ωB97M-V with the def2-TZVPD basis set) for one molecule with the formula C5H8F4N2O3 in a non-equilibrium geometry.

Values from the calculation:
E_HOMO (alpha / beta): -8.161 / -10.715 eV
⟨S²⟩: 2.007
F_max: 0.1936 Eh/bohr
Multiplicity: 3
Total charge: 0
Gap between HOMO and LUMO (alpha / beta): 8.8 / 6.8 eV

```
22
Properties=species:S:1:pos:R:3:nbo_charge:R:1
C 1.98 -0.73 -1.25 -0.6093
C 1.92 0.47 0.79 -0.0848
C 1.11 -0.39 -0.04 -0.0651
C -1.48 0.00 -0.36 0.4630
C -2.04 -0.86 0.72 0.9368
N -0.19 0.32 -0.42 -0.5973
N -2.33 1.21 -0.55 0.2335
O -1.74 2.22 -0.88 -0.2292
O -3.48 1.01 -0.41 -0.1018
O 1.28 1.24 1.87 -0.7329
F -2.02 -0.79 -1.62 -0.4622
F -1.79 -0.26 1.90 -0.3231
F -1.34 -2.00 0.72 -0.3125
F -3.31 -1.05 0.63 -0.2641
H 1.37 -1.15 -2.05 0.2338
H 2.78 -1.34 -1.07 0.2243
H 2.30 0.22 -1.58 0.1993
H 2.80 0.02 1.27 0.2015
H 2.19 1.35 0.14 0.1762
H 0.82 -1.36 0.51 0.2217
H 0.02 1.12 -1.02 0.4230
H 1.16 0.72 2.70 0.4695
```


[7]
Density functional theory data (ωB97M-V with the def2-TZVPD basis set) for C35H55N11O4PSn as an isolated structure.

Values from the calculation:
E_HOMO (alpha / beta): -8.916 / -9.029 eV
F_max: 0.0191 Eh/bohr
Total charge: +1
Gap between HOMO and LUMO (alpha / beta): 5.7 / 5.9 eV

```
107
Properties=species:S:1:pos:R:3:lowdin_charge:R:1
Sn -0.66 -0.01 0.14 1.4158
C 1.00 5.47 2.37 -0.0874
C 0.00 5.70 1.45 -0.0719
C -0.30 4.75 0.48 -0.0516
C 0.41 3.54 0.42 -0.3344
C 1.41 3.32 1.36 -0.0673
C 1.71 4.27 2.32 -0.0833
N 0.07 2.56 -0.51 -0.0234
C 0.05 2.82 -1.80 -0.2666
C 0.66 3.98 -2.39 -0.0370
C 0.65 4.19 -3.73 -0.0666
C 0.03 3.26 -4.62 -0.0805
C -0.56 2.15 -4.12 -0.0182
C -0.57 1.89 -2.71 -0.2196
N -1.21 0.83 -2.18 -0.0351
N -1.96 0.15 -2.97 0.0549
C -2.48 -1.01 -2.48 -0.3463
C -3.38 -1.71 -3.30 0.0035
C -3.82 -2.96 -2.91 -0.0496
C -3.36 -3.49 -1.70 -0.0655
C -2.52 -2.71 -0.92 -0.1855
N -2.11 -1.50 -1.28 0.0130
H 1.24 6.21 3.12 0.1039
H -0.56 6.63 1.47 0.1087
H -1.09 4.93 -0.24 0.1227
H 1.96 2.38 1.32 0.0722
H 2.50 4.09 3.04 0.1077
H 1.15 4.69 -1.74 0.1116
H 1.13 5.07 -4.14 0.1125
H 0.06 3.44 -5.68 0.1039
H -1.02 1.42 -4.76 0.1036
H -3.70 -1.25 -4.22 0.1155
H -4.49 -3.52 -3.53 0.1135
H -3.65 -4.48 -1.38 0.1067
H -2.14 -3.07 0.03 0.0787
C -2.69 -0.43 3.16 -0.1930
C -1.26 -0.09 3.59 -0.2051
N -0.67 0.97 2.77 -0.1330
C -1.27 2.30 2.89 -0.1789
C -2.51 2.53 2.01 -0.1616
N -2.44 1.84 0.72 -0.1283
C -3.68 1.21 0.26 -0.1941
C -4.02 -0.03 1.12 -0.1854
N -2.82 -0.61 1.71 -0.1157
H -2.99 -1.33 3.70 0.1158
H -3.36 0.37 3.49 0.1052
H -1.28 0.19 4.65 0.1245
H -0.65 -0.98 3.47 0.0842
H 0.30 1.05 3.05 0.1031
H -1.54 2.52 3.93 0.1291
H -0.51 3.01 2.58 0.0721
H -3.41 2.18 2.52 0.1032
H -2.61 3.61 1.88 0.1225
H -2.11 2.49 0.01 0.0834
H -4.52 1.91 0.26 0.1245
H -3.51 0.89 -0.77 0.0891
H -4.74 0.25 1.89 0.1131
H -4.52 -0.76 0.47 0.1142
H -2.72 -1.59 1.51 0.0313
C -3.89 -4.21 2.25 0.0045
C -2.45 -4.12 2.63 -0.3884
N -1.61 -3.16 2.28 0.0757
C -0.41 -3.47 2.88 -0.1444
C -0.52 -4.62 3.59 -0.0759
N -1.83 -5.03 3.43 0.1008
H -4.06 -3.71 1.30 0.0599
H -4.51 -3.75 3.01 0.0866
H -4.19 -5.26 2.16 0.0846
H 0.45 -2.84 2.73 0.0921
H 0.18 -5.17 4.19 0.1120
H -2.23 -5.86 3.82 0.1586
C 4.00 2.84 -3.13 -0.0708
C 3.90 2.71 -1.62 -0.2851
O 3.90 1.33 -1.23 -0.2972
P 2.53 0.55 -0.80 0.8192
O 2.35 -0.55 -1.94 -0.3210
C 3.44 -1.31 -2.51 -0.2732
C 3.51 -1.06 -4.00 -0.0599
O 3.27 -0.38 0.35 -0.3421
C 3.81 0.26 1.51 -0.3159
C 5.05 -0.47 1.96 -0.0618
H 4.04 3.89 -3.41 0.0810
H 3.13 2.38 -3.60 0.0660
H 4.90 2.34 -3.49 0.0802
H 3.00 3.20 -1.25 0.0817
H 4.77 3.16 -1.14 0.1206
H 3.22 -2.36 -2.31 0.1087
H 4.38 -1.04 -2.03 0.1105
H 2.54 -1.27 -4.46 0.0814
H 4.27 -1.70 -4.45 0.0813
H 3.77 -0.02 -4.20 0.0631
H 3.05 0.25 2.30 0.1100
H 4.06 1.30 1.28 0.1022
H 4.83 -1.52 2.17 0.0698
H 5.45 -0.01 2.86 0.0816
H 5.81 -0.43 1.18 0.0839
C 0.09 -4.70 -1.73 -0.0554
N 1.25 -4.47 -0.90 0.0235
C 1.41 -3.38 -0.12 -0.6179
N 2.50 -3.41 0.72 0.1791
O 0.61 -2.44 -0.12 -0.1358
H 0.40 -5.08 -2.71 0.0882
H -0.43 -3.76 -1.86 0.0617
H -0.59 -5.43 -1.28 0.0868
H 1.90 -5.24 -0.79 0.1336
H 3.24 -4.05 0.50 0.1029
H 2.81 -2.48 0.95 0.0743
```


[8]
Density functional theory data (ωB97M-V with the def2-TZVPD basis set) for C5H3N as an isolated structure in a non-equilibrium geometry.

Values from the calculation:
E_HOMO (alpha / beta): -8.708 / -8.707 eV
F_max: 0.1174 Eh/bohr
Total charge: 0
Gap between HOMO and LUMO (alpha / beta): 7.8 / 7.8 eV

```
9
Properties=species:S:1:pos:R:3:nbo_charge:R:1
C 1.83 0.50 0.68 0.1618
C 0.19 0.79 -0.09 -0.1033
C 0.32 -1.07 -0.18 0.3740
C -1.16 0.23 0.37 -0.2686
C 1.30 -0.12 -0.59 -0.4536
N -0.87 -1.17 0.24 -0.3990
H -1.37 0.51 1.41 0.2407
H -2.00 0.53 -0.26 0.2229
H 1.76 -0.19 -1.57 0.2251
```


| no. | DFT total energy (Eh) |
| --- | --- |
| 1 | -5281.70868 |
| 2 | -339.70291 |
| 3 | -877.00994 |
| 4 | -572.03610 |
| 5 | -1082.92054 |
| 6 | -929.73530 |
| 7 | -2825.52949 |
| 8 | -246.70151 |